# 1
The following is a quantum chemistry calculation of a molecular structure, C13H28AsGeNNiO5S, from the Open Molecules 2025 dataset.

Properties
ΔE to the lowest compared entry with this formula, charge and spin: 0.2 kcal/mol
highest occupied orbital energy (spin up / spin down): 0.054 / -1.129 eV
⟨S²⟩: 2.011
frontier orbital gap (spin up / spin down): 5.13 / 6.30 eV
net charge: -2
2S+1: 3

Structure (XYZ):
```
51
Properties=species:S:1:pos:R:3:forces:R:3:nbo_charge:R:1
Ni -0.754725 0.358222 -0.010692 0.0 -0.8 -0.4 1.258
O 2.359462 -0.435416 -1.424832 0.0 0.0 0.0 -0.743
C 2.441286 -1.661078 -0.737251 0.0 0.1 0.0 -0.073
C 1.117713 -2.386942 -0.550495 0.0 0.0 0.0 -0.237
N 0.173458 -1.769075 0.377978 0.0 0.0 0.2 -0.477
C 0.786687 -1.510871 1.678940 -0.1 -0.1 0.0 -0.362
C 1.508391 -0.159051 1.731226 -0.1 0.2 0.0 0.772
O 2.469337 -0.034261 2.490983 0.0 0.0 0.1 -0.720
O 1.002529 0.748166 0.985218 0.1 0.1 -0.1 -0.853
C -1.012297 -2.608696 0.511266 0.1 0.0 0.0 -0.337
C -2.160249 -1.915569 1.261265 0.0 0.2 0.0 0.764
O -2.981034 -2.651804 1.820357 0.0 0.0 0.0 -0.736
O -2.160634 -0.648813 1.215537 -0.1 0.1 0.1 -0.831
H 1.777303 0.152861 -0.911689 0.0 0.0 0.0 0.507
H 2.945301 -1.541587 0.229258 0.0 0.0 0.0 0.171
H 3.073960 -2.309193 -1.350919 0.0 0.0 0.0 0.160
H 1.364818 -3.404415 -0.190467 0.0 0.0 0.0 0.150
H 0.622420 -2.478066 -1.517895 0.0 0.0 0.0 0.217
H 1.474537 -2.311250 1.983075 0.0 0.0 0.0 0.177
H -0.009888 -1.448884 2.423380 0.0 0.0 0.0 0.235
H -0.787289 -3.556096 1.021566 0.0 0.0 0.0 0.172
H -1.376113 -2.845257 -0.491069 0.0 0.0 0.0 0.209
C -1.183573 -2.404208 -3.559808 0.1 0.0 0.0 -1.099
Ge -1.657318 -0.489133 -3.357995 0.1 0.1 0.1 1.648
C -3.593619 -0.487233 -3.073048 -0.1 0.0 0.1 -1.101
C -1.358839 0.242996 -5.175844 0.0 0.0 -0.1 -1.100
C -0.707520 0.543870 -2.050575 0.0 0.2 0.3 -1.280
H -1.689070 -2.808829 -4.441877 0.0 0.0 0.0 0.203
H -1.507741 -2.976598 -2.689241 0.0 0.0 0.0 0.215
H -0.107677 -2.544688 -3.684952 0.0 0.0 0.0 0.213
H -4.094358 -1.122864 -3.809562 0.0 0.0 0.0 0.194
H -3.969308 0.533121 -3.144301 0.0 0.0 0.0 0.236
H -3.819104 -0.850482 -2.068488 0.0 0.0 0.0 0.239
H -1.950173 -0.282229 -5.932483 0.0 0.0 0.0 0.197
H -0.301559 0.163879 -5.440692 0.0 0.0 0.0 0.211
H -1.633946 1.299830 -5.181719 0.0 0.0 0.0 0.222
H 0.233739 0.911347 -2.462865 0.0 -0.1 0.0 0.195
C -1.200710 3.230036 2.205979 0.0 -0.1 0.3 -0.949
As -0.266968 4.842695 1.624430 0.0 0.1 -0.1 0.799
C -1.562041 5.412777 0.265011 0.0 -0.1 -0.1 -0.959
C 1.035432 4.055651 0.388801 0.0 -0.1 0.0 -0.944
S -1.718969 1.922924 -1.393340 0.0 0.1 0.0 -0.590
H -0.558292 2.690384 2.903523 0.0 0.0 0.0 0.228
H -1.467938 2.550343 1.395226 0.1 0.2 -0.2 0.251
H -2.111374 3.527295 2.731461 0.0 0.0 0.0 0.203
H -2.474541 5.766606 0.746865 0.0 0.0 0.0 0.202
H -1.788361 4.575670 -0.399285 0.0 0.0 0.0 0.256
H -1.133486 6.230089 -0.318282 0.0 0.0 0.0 0.201
H 1.999179 3.942861 0.882632 0.0 0.0 0.0 0.215
H 1.142169 4.708857 -0.478810 0.0 0.0 0.0 0.204
H 0.684488 3.079884 0.055321 0.0 0.0 0.0 0.268
```
Forces are in eV/Å.


# 2
The following is a quantum chemistry calculation of a molecular structure, C13H28B2NbO11 in a non-equilibrium geometry, from the Open Molecules 2025 dataset.

Properties
highest occupied orbital energy: -4.103 eV
frontier orbital gap: 6.52 eV
net charge: -1

Structure (XYZ):
```
55
Properties=species:S:1:pos:R:3:forces:R:3:nbo_charge:R:1
C 2.437453 -3.035290 2.826264 -0.2 0.1 0.0 -0.246
O 2.247048 -1.850851 3.572391 0.1 -0.2 -0.2 -0.784
B 1.947691 -0.658357 2.916509 0.0 1.0 0.0 0.693
O 3.055105 0.091771 2.557266 0.1 0.3 0.5 -0.955
Nb -0.353439 -0.083069 2.494308 -1.5 -2.2 0.0 1.514
O -1.045861 -1.916258 2.737863 -0.3 0.5 0.1 -1.008
B -2.350739 -2.102385 3.106729 -0.2 -0.2 0.0 1.254
O -3.296890 -2.622915 2.213082 0.0 -0.2 0.3 -0.936
O -2.788208 -1.818047 4.385002 0.1 -0.5 0.0 -0.906
H 3.095190 -3.694896 3.389677 0.0 -0.1 0.1 0.167
H 1.474945 -3.535827 2.674265 0.0 -0.1 -0.1 0.163
H 2.890484 -2.842905 1.852337 0.0 0.0 0.0 0.187
H 2.758831 1.010473 2.504111 -0.1 -0.2 -0.4 0.496
H 0.094534 -0.360750 0.708231 0.7 0.2 0.3 -0.393
H -2.061929 0.662153 2.194823 0.2 0.4 0.1 -0.460
H -0.312709 0.337729 4.294870 0.8 0.1 -0.2 -0.365
H 0.290614 1.587196 2.197392 0.0 0.1 0.1 -0.385
H -3.056232 -3.515360 1.941117 0.1 0.3 -0.2 0.483
H -2.037457 -1.744593 4.986357 -0.1 0.4 -0.2 0.495
O 2.775234 -2.546760 -0.784185 0.0 0.0 -0.1 -0.566
C 1.799631 -2.560988 -1.474499 -0.2 -0.1 0.1 0.797
O 1.083514 -1.453607 -1.755149 0.3 0.2 0.0 -0.478
C -0.085130 -1.766691 -2.517020 -0.1 -0.1 0.0 -0.072
C 0.225309 -3.105398 -3.187503 0.1 0.0 0.1 -0.429
C 1.144947 -3.756951 -2.157111 0.0 0.1 -0.1 -0.529
H -0.929119 -1.829891 -1.826215 0.0 0.0 0.0 0.191
H -0.259563 -0.949836 -3.213342 0.0 0.0 0.0 0.199
H -0.669933 -3.677332 -3.422646 0.0 0.0 0.1 0.215
H 0.774411 -2.934839 -4.115029 0.0 0.0 0.0 0.204
H 0.590421 -4.307579 -1.394309 0.0 0.0 0.0 0.236
H 1.907700 -4.408378 -2.575660 0.0 0.0 0.1 0.233
O -1.972262 3.064137 0.823371 0.0 0.5 0.0 -0.526
C -2.733653 2.814791 -0.050427 0.0 -0.3 -0.1 0.797
O -3.564248 3.756063 -0.613284 0.0 0.0 0.1 -0.511
C -4.425335 3.138958 -1.572469 0.0 0.0 0.0 -0.066
C -3.719698 1.849689 -1.993208 0.1 0.0 0.0 -0.432
C -2.980337 1.472803 -0.714444 0.0 0.1 -0.1 -0.539
H -5.389679 2.936244 -1.096466 0.0 0.0 0.0 0.165
H -4.576727 3.844347 -2.387870 0.0 0.0 0.0 0.184
H -4.410867 1.091137 -2.357555 0.0 0.0 0.0 0.206
H -2.999165 2.067731 -2.783001 0.0 0.0 0.0 0.214
H -3.581259 0.871464 -0.028887 0.0 0.0 0.0 0.247
H -2.027954 0.970657 -0.866504 0.0 0.0 0.1 0.258
O 0.299611 2.909739 -2.223423 0.0 -0.1 0.1 -0.590
C 1.375009 2.803715 -1.705200 0.1 -0.1 -0.2 0.801
O 2.469223 3.417501 -2.253720 0.0 0.0 0.0 -0.513
C 3.654062 3.054306 -1.527194 0.0 0.0 0.0 -0.067
C 3.165080 2.616903 -0.152264 0.0 0.0 0.0 -0.432
C 1.795011 2.026725 -0.478768 0.1 0.4 0.1 -0.559
H 4.147354 2.238588 -2.062789 0.0 0.0 0.0 0.170
H 4.315462 3.918806 -1.515178 0.0 0.0 0.0 0.183
H 3.839369 1.917846 0.338761 0.0 0.0 0.0 0.231
H 3.046017 3.489758 0.492501 0.0 0.0 0.0 0.204
H 1.849347 0.966031 -0.733575 -0.1 0.0 0.0 0.264
H 1.079785 2.152495 0.331669 -0.1 -0.2 -0.1 0.296
```
Forces are in eV/Å.


# 3
The following is a quantum chemistry calculation of a molecular structure, C13H28BeNO5Si2, from the Open Molecules 2025 dataset.

Properties
ΔE to the lowest compared entry with this formula, charge and spin: 0.0 kcal/mol
highest occupied orbital energy: -5.064 eV
frontier orbital gap: 7.79 eV
net charge: -1

Structure (XYZ):
```
50
Properties=species:S:1:pos:R:3:forces:R:3:nbo_charge:R:1
Be 0.322055 0.383056 -0.307544 0.0 0.0 -0.1 1.693
O -0.914585 1.816588 -0.333653 -0.1 0.0 0.0 -0.773
C -1.117648 2.566611 0.865999 0.1 0.0 0.0 -0.078
C -1.922670 1.680190 1.801186 0.0 0.0 0.0 -0.212
N -1.320283 0.399788 2.018622 0.0 0.0 0.0 -0.474
C -1.983766 -0.806563 1.615830 0.0 0.0 0.0 -0.316
C -1.479863 -1.512620 0.343833 0.0 0.0 0.0 0.788
O -2.027079 -2.563791 0.043666 0.0 0.0 0.0 -0.680
O -0.526107 -0.963739 -0.318866 0.0 0.0 0.0 -0.935
C -0.168971 0.335995 2.869462 0.0 0.0 0.0 -0.332
C 1.196555 0.658972 2.232416 0.0 0.0 0.0 0.787
O 2.140322 0.844739 2.986063 0.0 0.0 0.0 -0.676
O 1.255140 0.723238 0.949417 0.0 0.0 0.0 -0.940
H -0.506201 2.357842 -1.019358 0.1 0.0 0.0 0.511
H -1.667897 3.484761 0.642252 0.0 0.0 0.0 0.167
H -0.152398 2.826193 1.307729 0.0 0.0 0.0 0.187
H -2.911166 1.529911 1.361818 0.0 0.0 0.0 0.200
H -2.056759 2.227082 2.749400 0.0 0.0 0.0 0.171
H -3.047850 -0.615320 1.455049 0.0 0.0 0.0 0.206
H -1.929492 -1.557935 2.411223 0.0 0.0 0.0 0.203
H -0.078547 -0.671391 3.283655 0.0 0.0 0.0 0.219
H -0.272290 1.015822 3.725708 0.0 0.0 0.0 0.194
C 2.879155 -1.663725 -0.914252 0.0 0.0 0.0 -1.130
Si 2.848522 0.000241 -1.790705 0.0 0.0 0.0 1.724
C 3.978961 1.187362 -0.864134 0.0 0.0 0.0 -1.122
C 3.710339 -0.270918 -3.462338 0.0 0.0 0.0 -1.124
C 1.143286 0.695247 -1.909979 -0.1 0.0 0.0 -1.919
Si 0.105027 0.086474 -3.304504 0.1 0.0 0.0 1.723
C -1.715890 0.561263 -3.134670 0.0 0.0 0.0 -1.121
C 0.146836 -1.786056 -3.486888 0.0 0.0 0.0 -1.135
C 0.624967 0.833740 -4.969806 0.0 0.0 0.0 -1.120
H 3.876455 -2.111791 -0.955227 0.0 0.0 0.0 0.216
H 2.169116 -2.358813 -1.367259 0.0 0.0 0.0 0.237
H 2.601464 -1.541667 0.134460 0.0 0.0 0.0 0.244
H 4.995868 0.788379 -0.802361 0.0 0.0 0.0 0.215
H 3.608029 1.359823 0.147741 0.0 0.0 0.0 0.261
H 4.029446 2.149311 -1.383946 0.0 0.0 0.0 0.213
H 4.730238 -0.633694 -3.299294 0.0 0.0 0.0 0.218
H 3.774053 0.665327 -4.023263 0.0 0.0 0.0 0.219
H 3.193704 -1.000184 -4.093110 0.0 0.0 0.0 0.222
H 1.303082 1.781610 -2.044416 0.0 0.0 0.0 0.233
H -2.146508 0.127714 -2.231472 0.0 0.0 0.0 0.245
H -2.287595 0.194443 -3.992464 0.0 0.0 0.0 0.219
H -1.850685 1.647760 -3.088942 0.0 0.0 0.0 0.207
H -0.214903 -2.242515 -2.562652 0.0 0.0 0.0 0.265
H 1.152956 -2.160056 -3.692568 0.0 0.0 0.0 0.221
H -0.504781 -2.106872 -4.304951 0.0 0.0 0.0 0.219
H 0.575474 1.926970 -4.933299 0.0 0.0 0.0 0.215
H -0.037037 0.497067 -5.773892 0.0 0.0 0.0 0.216
H 1.647386 0.559505 -5.233921 0.0 0.0 0.0 0.227
```
Forces are in eV/Å.